The following is a DFT calculation (ωB97M-V/def2-TZVPD) of a structure of composition C39H33AuN6PS.

Positions of all 81 atoms, in Å:
Au -1.323001 -0.843140 -0.066762
N -3.010076 -1.168291 1.525859
C -3.867437 -0.006552 1.638308
C -5.199561 -0.138581 1.985124
C -5.991722 0.998826 2.084618
C -5.455482 2.255435 1.841538
C -4.125530 2.381366 1.470903
C -3.322591 1.247286 1.362854
P -1.637458 1.323340 0.738205
C -0.513179 1.679989 2.090285
C 0.862138 1.629378 1.846977
C 1.752560 1.942633 2.856922
C 1.275951 2.295014 4.116084
C -0.087669 2.331751 4.365347
C -0.988644 2.024493 3.353313
C -1.579037 2.689341 -0.422845
C -0.959819 3.893609 -0.098177
C -1.081293 4.978873 -0.956866
C -1.808324 4.861727 -2.131818
C -2.418701 3.655001 -2.464690
C -2.304803 2.570879 -1.613069
H -3.551058 -2.016586 1.381699
H -2.450657 -1.305879 2.365850
H -5.620638 -1.115803 2.185151
H -7.035634 0.897637 2.347992
H -6.078912 3.135255 1.917525
H -3.715488 3.359772 1.253244
H 1.230903 1.349992 0.865195
H 2.817692 1.920054 2.669919
H 1.973375 2.543465 4.904235
H -0.453886 2.606573 5.344892
H -2.052890 2.068799 3.547011
H -0.398601 3.994821 0.821985
H -0.618480 5.920846 -0.696815
H -1.909203 5.714490 -2.789453
H -2.992798 3.570389 -3.377287
H -2.805629 1.638213 -1.855610
C 1.988492 -2.625433 4.796374
C 1.152995 -1.584438 4.417645
C 0.478848 -1.655042 3.208844
C 0.634421 -2.773893 2.396311
C 1.480223 -3.819624 2.768932
C 2.156068 -3.735619 3.969702
N -0.150970 -2.794325 1.212171
N -0.153303 -3.867906 0.590481
C -0.975360 -3.906029 -0.576434
C -1.155271 -5.161511 -1.133257
C -1.966624 -5.289797 -2.249583
C -2.547535 -4.150498 -2.786016
C -2.299349 -2.929914 -2.181802
N -1.533510 -2.804443 -1.091261
H 2.511175 -2.578913 5.742087
H 1.022963 -0.725677 5.060882
H -0.170371 -0.847755 2.896070
H 1.591240 -4.681549 2.126748
H 2.808136 -4.541266 4.275974
H -0.671102 -6.009590 -0.670501
H -2.142043 -6.261608 -2.690637
H -3.188278 -4.197705 -3.654693
H -2.727509 -2.018935 -2.578480
S 3.571471 -0.478505 -4.909241
C 2.383063 -0.417984 -3.582749
C 2.539870 -1.291367 -2.513676
C 1.561863 -1.274355 -1.531424
N 0.506291 -0.458899 -1.576858
C 0.376863 0.383986 -2.600725
C 1.291824 0.436155 -3.644259
C 4.981590 0.258088 -4.213542
C 6.162759 -0.481834 -4.102230
C 7.271894 0.202668 -3.634112
N 7.258749 1.502318 -3.329224
C 6.133661 2.192291 -3.465538
C 4.940553 1.625718 -3.893038
H 3.372281 -1.976990 -2.438943
H 1.635000 -1.934020 -0.675779
H -0.481685 1.042935 -2.588058
H 1.133483 1.116610 -4.468930
H 6.223812 -1.527035 -4.368381
H 8.216890 -0.312311 -3.510836
H 6.175860 3.246229 -3.217566
H 4.046152 2.223355 -3.992090

Atomic forces in eV per Å
-0.1 0.3 0.0
0.0 0.0 0.0
0.0 0.0 0.0
0.0 0.0 0.0
0.0 0.0 0.0
0.0 0.0 0.0
0.0 0.0 0.1
-0.1 -0.1 -0.1
0.1 0.0 0.1
0.0 0.0 0.0
0.0 0.0 0.0
0.0 0.0 0.0
0.0 0.0 0.0
0.0 0.0 0.0
0.0 0.0 0.0
-0.1 0.0 -0.1
0.0 0.0 0.0
0.0 0.0 0.0
0.0 0.0 0.0
0.0 0.0 0.0
0.0 0.0 0.0
0.0 0.0 0.0
-0.1 0.0 0.0
0.0 0.0 0.0
0.0 0.0 0.0
0.0 0.0 0.0
0.0 0.0 0.0
0.0 0.0 0.0
0.0 0.0 0.0
0.0 0.0 0.0
0.0 0.0 0.0
0.0 0.0 0.0
0.0 0.0 0.0
0.0 0.0 0.0
0.0 0.0 0.0
0.0 0.0 0.0
0.0 0.0 0.0
0.0 0.0 0.0
0.0 0.0 0.0
0.1 0.0 0.1
-0.1 0.1 -0.1
0.0 0.0 0.0
0.0 0.0 0.0
0.1 -0.2 0.0
-0.1 0.1 -0.1
0.1 -0.1 0.0
0.0 0.0 0.0
0.0 0.0 0.0
0.0 0.0 0.0
-0.1 0.0 -0.1
0.1 0.0 0.2
0.0 0.0 0.0
0.0 0.0 0.0
0.0 0.0 0.0
0.0 0.0 0.0
0.0 0.0 0.0
0.0 0.0 0.0
0.0 0.0 0.0
0.0 0.0 0.0
0.0 0.0 0.0
0.2 -0.4 0.1
-0.1 0.5 -0.1
0.0 0.1 0.1
0.0 0.0 0.0
0.0 0.0 0.0
0.0 0.0 -0.1
-0.1 -0.1 0.0
-0.4 -0.1 -0.1
0.2 0.3 -0.3
0.1 -0.1 0.0
0.0 0.0 0.0
-0.1 0.1 0.0
0.2 -0.1 0.4
0.0 0.0 0.0
0.0 0.0 0.0
0.0 0.0 0.0
0.0 0.0 0.0
0.0 0.0 0.0
0.0 0.0 0.0
0.0 0.0 0.0
-0.1 0.0 0.0

Properties
⟨S²⟩: 2.018
Spin multiplicity: 3
Relative energy (zero: lowest compared OMol25 entry of this formula, charge and spin), kJ/mol: 34.01
Frontier orbital gap (alpha / beta), eV: 7.08 / 3.61
LUMO energy (alpha / beta), eV: -8.4 / -12.3
Max |F|, hartree/bohr: 0.010
E_tot, Ha: -2708.75587
Charge: +3
HOMO level (alpha / beta), eV: -15.47 / -15.86